No. 1
C4H10N2O | the ωB97M-V functional and the def2-TZVPD basis

strongest force on any atom	3.88	eV/Å
HOMO	-9.31	eV
net charge	0
gap between HOMO and LUMO	10.18	eV
structure (SMILES)	CNCCNC=O

Element x y z (Å)
C 1.00009 -2.04921 0.05164
N -0.21916 -1.29759 0.34763
C -0.82052 -0.59230 -0.81226
C -0.93405 0.98287 -0.34012
N 0.37756 1.32286 0.13978
C 0.54647 2.65532 0.59454
O -0.31863 3.48037 0.83680
H 1.89493 -1.45713 -0.16723
H 1.10659 -2.86801 0.90483
H 0.91955 -2.94386 -0.57112
H -0.92338 -1.97013 0.60540
H -0.10143 -0.79595 -1.66163
H -1.82699 -0.82565 -0.97593
H -1.69559 1.12503 0.39852
H -1.27159 1.66769 -1.18139
H 0.59081 0.54793 0.96948
H 1.67533 3.01778 0.86105

Just the natural (NBO) charges please, in e? Sure, here they are: C -0.45; N -0.65; C -0.22; C -0.23; N -0.70; C 0.55; O -0.58; H 0.22; H 0.20; H 0.19; H 0.37; H 0.20; H 0.19; H 0.19; H 0.21; H 0.43; H 0.11

No. 2
C4H10N2O | the ωB97M-V functional and the def2-TZVPD basis

strongest force on any atom	2.52	eV/Å
HOMO	-7.41	eV
net charge	0
gap between HOMO and LUMO	3.79	eV

Element x y z (Å)
N -1.83435 -0.93164 -1.99767
C 1.38224 1.30709 2.06795
C 1.54089 0.55799 0.90653
N 0.34480 0.38661 0.07133
C 0.55935 -0.56930 -0.95590
C -1.00197 0.33419 0.61861
O 2.60474 0.17570 0.42165
H -2.30142 -0.79468 -2.89189
H -1.92642 -1.90265 -1.69302
H 0.41767 1.49452 2.50721
H 2.30989 1.51298 2.58502
H 1.45383 -0.32534 -1.53446
H -0.37437 -0.60176 -1.71709
H 0.79742 -1.56985 -0.61534
H -1.28503 -0.70505 0.82848
H -1.01064 0.91761 1.53544
H -1.67662 0.71361 -0.13685

Just the natural (NBO) charges please, in e? Sure, here they are: N -0.96; C -0.33; C 0.48; N -0.27; C -0.39; C -0.42; O -0.63; H 0.34; H 0.33; H 0.19; H 0.22; H 0.23; H 0.29; H 0.24; H 0.21; H 0.20; H 0.25

No. 3
C4H10N2O | the ωB97M-V functional and the def2-TZVPD basis

strongest force on any atom	5.35	eV/Å
HOMO	-7.71	eV
net charge	0
gap between HOMO and LUMO	3.97	eV

Element x y z (Å)
C -2.24300 0.34448 -0.26847
N -1.41395 -0.57415 -1.12631
C 0.04390 -0.41122 -1.19663
C 0.90953 -0.45047 0.03127
N 2.13195 0.40500 -0.10458
C 2.55647 0.61213 1.40320
O -2.02792 0.03465 0.98189
H -1.98419 1.40480 -0.43279
H -3.21316 0.20290 -0.74559
H 0.19132 0.62868 -1.34523
H 0.58244 -0.89268 -2.12243
H 0.19892 -0.32707 0.91627
H 1.35882 -1.44175 0.13806
H -1.66365 -1.40325 -0.67596
H 3.32492 1.42970 1.42960
H 2.97630 -0.29832 1.71928
H 1.82419 1.03430 2.06361

Just the natural (NBO) charges please, in e? Sure, here they are: C 0.08; N -0.52; C -0.26; C -0.36; N -0.10; C -0.49; O -0.64; H 0.16; H 0.17; H 0.21; H 0.20; H 0.28; H 0.27; H 0.36; H 0.21; H 0.22; H 0.23

No. 4
C4H10N2O | the ωB97M-V functional and the def2-TZVPD basis

strongest force on any atom	2.52	eV/Å
HOMO	-8.54	eV
net charge	0
gap between HOMO and LUMO	9.47	eV
structure (SMILES)	CNCC(=O)NC

Element x y z (Å)
C -0.62423 -1.91927 1.21699
N -1.18055 -0.76069 0.49341
C -0.52246 -0.45430 -0.73349
C -0.47598 1.03831 -1.13208
O -1.20767 1.41509 -2.02197
N 0.37271 1.85401 -0.44179
C 1.62614 1.41931 0.08766
H 0.45140 -2.11657 1.19011
H -1.10433 -2.74660 0.70106
H -0.92904 -1.95964 2.25682
H -2.16910 -0.61607 0.49383
H 0.43729 -0.93442 -0.80614
H -0.86697 -0.93909 -1.67256
H 0.21127 2.84692 -0.53518
H 1.84574 1.91977 1.04315
H 1.60232 0.37588 0.37114
H 2.53346 1.57735 -0.51097

Just the natural (NBO) charges please, in e? Sure, here they are: C -0.41; N -0.64; C -0.33; C 0.67; O -0.60; N -0.62; C -0.41; H 0.20; H 0.17; H 0.20; H 0.38; H 0.20; H 0.19; H 0.40; H 0.20; H 0.21; H 0.19

No. 5
C4H10N2O | the ωB97M-V functional and the def2-TZVPD basis

strongest force on any atom	2.73	eV/Å
HOMO	-9.06	eV
net charge	0
gap between HOMO and LUMO	9.80	eV
structure (SMILES)	NCNCCC=O

Element x y z (Å)
N -2.20910 1.42902 0.40050
C -1.44054 1.01978 -0.77610
N -0.59402 -0.11744 -0.44824
C 0.55859 0.32567 0.32688
C 1.81202 -0.58328 0.16938
C 1.66887 -1.99993 0.53624
O 0.81146 -2.75142 0.14319
H -3.20518 1.51841 0.26336
H -2.11017 0.69818 1.08461
H -2.20026 0.63925 -1.48456
H -0.99026 1.89083 -1.26354
H -0.39753 -0.66713 -1.26323
H 0.34868 0.34488 1.40474
H 0.82228 1.35081 0.04575
H 2.58801 -0.10977 0.74708
H 1.98094 -0.54480 -0.91621
H 2.55620 -2.44310 1.03016

Just the natural (NBO) charges please, in e? Sure, here they are: N -0.86; C -0.05; N -0.64; C -0.20; C -0.53; C 0.43; O -0.51; H 0.36; H 0.36; H 0.17; H 0.15; H 0.38; H 0.18; H 0.18; H 0.22; H 0.24; H 0.10

No. 6
C4H10N2O | the ωB97M-V functional and the def2-TZVPD basis

strongest force on any atom	3.08	eV/Å
HOMO	-8.54	eV
net charge	0
gap between HOMO and LUMO	9.12	eV
structure (SMILES)	[H]/N=C(\O)CC.C=N

Element x y z (Å)
H 1.75922 0.49734 2.13777
N 1.32566 0.53991 1.22260
C 1.49364 -0.49625 0.49997
O 2.02044 -1.62812 1.03439
C 0.82628 -0.60922 -0.81240
C -0.74257 -1.09247 -0.60845
H 1.95565 -2.37022 0.41687
H 1.33485 -1.32431 -1.46231
H 0.75987 0.36988 -1.28220
H -1.24452 -0.60679 0.22260
H -0.67434 -2.14827 -0.34960
H -1.29260 -0.92834 -1.52657
C -1.90044 2.06292 -0.00874
N -0.66517 2.07223 -0.12009
H -2.47737 1.47541 0.73376
H -2.52329 2.64339 -0.69793
H 0.04469 1.54292 0.60033

Just the natural (NBO) charges please, in e? Sure, here they are: H 0.37; N -0.73; C 0.59; O -0.68; C -0.50; C -0.58; H 0.49; H 0.21; H 0.26; H 0.22; H 0.19; H 0.22; C -0.06; N -0.66; H 0.12; H 0.15; H 0.40

Computed values of relative energy (zero: lowest compared OMol25 entry of this formula, charge and spin) (unit: eV) for the preceding records, in sequence: 3.297; 8.225; 9.263; 1.999; 2.373; 2.625.